The following is a quantum chemistry calculation of 2 unconnected molecules or ions with the total composition CH3FP2, from OMol25.

Properties
energy above the lowest of the compared OMol25 structures with the same formula, charge and spin	22.3	kcal/mol
total energy	-22373.486	eV
E_HOMO (spin up / spin down)	-6.28 / -10.06	eV
charge	0
2S+1	3

Structure (XYZ):
```
7
CH3FP2 | OMol25 | wB97M-V/def2-TZVPD
C -0.1203 1.5770 -2.0664
F -1.4008 1.7188 -1.9817
P 1.3856 1.7808 -2.2562
P -0.1874 -0.7858 1.2580
H 1.1131 -1.1261 1.5905
H -0.3179 -2.2488 0.8492
H -0.4723 -0.9159 2.6066
```

natural (NBO) atomic charge list, values in e, 2 entries:
1. C -0.11
2. F -0.27

---

The following is a quantum chemistry calculation of a single C7H11N molecule, from OMol25.

Properties
energy above the lowest of the compared OMol25 structures with the same formula, charge and spin	15.1	kcal/mol
total energy	-8927.074	eV
E_HOMO	-7.64	eV
SMILES	Cc1c[nH]c(C)c1C
charge	0
2S+1	1

Structure (XYZ):
```
19
C7H11N | OMol25 | wB97M-V/def2-TZVPD
C -1.7134 1.2730 1.4482
C -0.7102 0.8207 0.4296
C 0.0444 1.6555 -0.3752
N 0.9149 0.8534 -1.0901
C 0.7861 -0.4585 -0.6813
C -0.2308 -0.5046 0.2388
C -0.6931 -1.6949 0.9920
C 1.6840 -1.5238 -1.1866
H -2.5598 0.5777 1.4123
H -2.0657 2.2280 1.0576
H -1.3610 1.2296 2.4766
H -0.0994 2.6668 -0.7170
H 1.7553 1.1716 -1.5423
H -0.0147 -2.5252 1.2007
H -1.1309 -1.5009 1.9735
H -1.4878 -2.1426 0.3903
H 1.3365 -2.4724 -0.7910
H 2.7227 -1.2288 -1.2571
H 1.5076 -1.7414 -2.2737
```

natural (NBO) atomic charge list, values in e, 2 entries:
1. C -0.63
2. C -0.08